DFT (the ωB97M-V functional and the def2-TZVPD basis) results for the molecule C27H33NO4.

Output
- LUMO energy: 0.00928 hartree
- Structure (SMILES): CCCCCCCC1=CC2=CC(=O)[C@](C)(OC(C)=O)C(=O)C2=CN1CCc1ccccc1
- Orbital gap: 7.739 eV
- Energy relative to the best compared isomer or geometry (same formula, charge and spin): 106.4 kJ/mol
- E: -38215.638 eV
- HOMO level: -7.487 eV
- M: 435.56 g/mol

Each line ends with the natural charge from an NBO analysis.
Cartesian coordinates (Å):
1 C -8.071 -0.972 0.067  -0.607
2 C -6.758 -0.260 -0.233  -0.396
3 C -5.687 -1.189 -0.810  -0.390
4 C -5.112 -2.180 0.206  -0.411
5 C -4.201 -1.537 1.262  -0.392
6 C -2.704 -1.709 0.992  -0.380
7 C -2.274 -1.040 -0.312  -0.472
8 C -0.790 -0.876 -0.482  0.271
9 C 0.114 -1.489 0.319  -0.281
10 C 1.530 -1.309 0.194  0.059
11 C 2.430 -1.830 1.078  -0.408
12 C 3.827 -1.550 1.015  0.523
13 O 4.624 -1.822 1.899  -0.581
14 C 4.361 -0.885 -0.275  0.064
15 C 5.065 -1.961 -1.105  -0.606
16 O 5.358 0.080 0.101  -0.476
17 C 4.860 1.172 0.666  0.820
18 C 5.947 2.096 1.137  -0.709
19 O 3.673 1.375 0.779  -0.611
20 C 3.338 -0.179 -1.164  0.576
21 O 3.705 0.553 -2.062  -0.567
22 C 1.932 -0.481 -0.910  -0.188
23 C 0.983 0.100 -1.692  0.118
24 N -0.345 -0.070 -1.517  -0.381
25 C -1.215 0.738 -2.349  -0.198
26 C -1.273 2.193 -1.841  -0.432
27 C -1.822 2.255 -0.444  -0.024
28 C -0.981 2.081 0.649  -0.223
29 C -1.500 2.047 1.932  -0.206
30 C -2.861 2.195 2.137  -0.170
31 C -3.704 2.388 1.055  -0.230
32 C -3.187 2.413 -0.228  -0.227
33 H -7.940 -1.727 0.838  0.200
34 H -8.814 -0.259 0.418  0.211
35 H -8.456 -1.456 -0.827  0.201
36 H -6.385 0.210 0.679  0.193
37 H -6.950 0.536 -0.957  0.199
38 H -4.881 -0.578 -1.219  0.192
39 H -6.127 -1.750 -1.638  0.201
40 H -4.552 -2.952 -0.327  0.200
41 H -5.942 -2.684 0.702  0.206
42 H -4.418 -0.470 1.339  0.199
43 H -4.411 -1.980 2.237  0.210
44 H -2.162 -1.247 1.820  0.213
45 H -2.461 -2.773 0.971  0.200
46 H -2.662 -1.617 -1.158  0.221
47 H -2.738 -0.053 -0.330  0.241
48 H -0.227 -2.128 1.115  0.228
49 H 2.089 -2.394 1.933  0.219
50 H 4.349 -2.725 -1.400  0.219
51 H 5.502 -1.505 -1.990  0.230
52 H 5.849 -2.410 -0.501  0.239
53 H 5.524 3.062 1.393  0.232
54 H 6.701 2.198 0.362  0.238
55 H 6.414 1.655 2.016  0.246
56 H 1.296 0.739 -2.506  0.233
57 H -2.215 0.308 -2.376  0.218
58 H -0.816 0.731 -3.367  0.215
59 H -1.901 2.768 -2.524  0.223
60 H -0.265 2.611 -1.860  0.222
61 H 0.084 1.973 0.502  0.228
62 H -0.836 1.905 2.771  0.221
63 H -3.265 2.167 3.138  0.209
64 H -4.765 2.518 1.208  0.217
65 H -3.848 2.556 -1.072  0.211

DFT (the ωB97M-V functional and the def2-TZVPD basis) results for a structure of composition C27H34B2BrCdF4N8O6S.

Output
- LUMO energy: -0.13006 hartree
- Orbital gap: 7.271 eV
- E: -150419.053 eV
- HOMO level: -10.811 eV
- M: 888.62 g/mol
- Total charge: +1

Each line ends with the Löwdin charge.
Cartesian coordinates (Å):
1 Cd 0.557 0.028 -0.712  1.399
2 C -2.229 -1.418 3.053  -0.003
3 C -1.384 -0.639 2.106  -0.166
4 N -1.889 -0.404 0.924  -0.082
5 O -2.737 -1.215 0.303  0.090
6 B -2.382 -1.722 -1.192  -1.044
7 F -3.526 -2.367 -1.512  0.213
8 F -2.053 -0.637 -1.977  0.142
9 O -1.281 -2.708 -1.203  0.030
10 N -0.040 -2.175 -1.020  -0.008
11 C 0.963 -2.947 -1.211  -0.267
12 C 0.853 -4.330 -1.755  0.000
13 C 2.313 -2.436 -0.750  -0.272
14 N 2.288 -1.271 -0.242  -0.060
15 O 3.377 -0.760 0.357  0.078
16 B 3.045 0.577 0.947  -1.060
17 F 2.510 1.400 -0.091  0.050
18 F 4.155 1.077 1.523  0.220
19 O 1.983 0.498 2.043  0.067
20 N 0.745 0.213 1.646  0.011
21 C -0.117 -0.020 2.572  -0.296
22 C 0.180 0.058 4.032  0.010
23 C 3.550 -3.268 -0.776  0.013
24 H -2.859 -0.684 3.569  0.120
25 H -1.623 -1.954 3.775  0.068
26 H -2.872 -2.111 2.522  0.098
27 H -0.184 -4.568 -1.969  0.083
28 H 1.261 -5.059 -1.053  0.082
29 H 1.431 -4.401 -2.679  0.106
30 H 0.971 0.784 4.203  0.096
31 H 0.536 -0.911 4.393  0.096
32 H -0.707 0.335 4.599  0.095
33 H 3.380 -4.253 -1.199  0.075
34 H 3.947 -3.368 0.235  0.099
35 H 4.316 -2.754 -1.360  0.103
36 O -1.993 4.379 2.161  0.082
37 C -3.054 3.603 1.803  -0.262
38 C -4.304 4.007 2.255  0.004
39 C -5.427 3.280 1.907  -0.055
40 C -5.324 2.152 1.099  -0.062
41 C -4.080 1.744 0.656  -0.007
42 C -2.935 2.451 1.023  -0.109
43 C -1.566 2.017 0.604  -0.249
44 O -1.507 0.638 0.117  -0.122
45 N -1.086 2.789 -0.512  0.044
46 N -0.085 2.223 -1.272  -0.035
47 C 0.355 2.859 -2.279  -0.174
48 C 1.386 2.320 -3.168  -0.609
49 Br 1.417 0.421 -3.385  0.814
50 C 2.242 3.053 -3.881  -0.076
51 C 2.427 4.505 -3.778  -0.219
52 C 2.835 5.200 -4.918  -0.028
53 C 3.016 6.571 -4.878  -0.062
54 C 2.811 7.263 -3.691  -0.064
55 C 2.445 6.577 -2.542  -0.063
56 C 2.259 5.204 -2.580  -0.040
57 H -1.196 4.150 1.670  0.095
58 H -4.371 4.899 2.862  0.127
59 H -6.397 3.603 2.262  0.114
60 H -6.206 1.597 0.817  0.112
61 H -3.995 0.870 0.024  0.118
62 H -0.858 2.085 1.434  0.141
63 H -1.804 3.288 -1.023  0.161
64 H -0.032 3.845 -2.536  0.146
65 H 2.857 2.545 -4.615  0.115
66 H 2.995 4.660 -5.843  0.119
67 H 3.325 7.100 -5.768  0.111
68 H 2.960 8.333 -3.657  0.111
69 H 2.325 7.109 -1.608  0.110
70 H 2.053 4.668 -1.662  0.114
71 C -1.465 -6.221 0.324  -0.066
72 N -1.099 -4.970 0.959  -0.036
73 C 0.039 -4.754 1.639  -0.811
74 S 0.430 -3.210 2.214  0.741
75 N 0.839 -5.819 1.825  -0.041
76 C 2.053 -5.790 2.627  -0.093
77 H -2.375 -6.058 -0.248  0.099
78 H -1.669 -6.999 1.063  0.092
79 H -0.688 -6.572 -0.360  0.081
80 H -1.581 -4.134 0.671  0.101
81 H 0.462 -6.728 1.613  0.120
82 H 2.576 -4.853 2.452  0.047
83 H 2.683 -6.623 2.326  0.088
84 H 1.834 -5.866 3.693  0.090